1.
{"formula": "C22H38F12N3O18P", "method": "ωB97M-V/def2-TZVPD", "homo_lumo_gap_ev": 10.984, "smiles": "CCOC(=O)C(F)(F)F.CCOC(=O)C(F)(F)F.CCOC(=O)C(F)(F)F.CCOC(=O)C(F)(F)F.COP(=O)(OC)OC.C[N+](=O)[O-].C[N+](=O)[O-].C[N+](=O)[O-]", "homo_ev": -10.81, "e_lumo_ev": 0.17, "elements": ["C", "C", "O", "C", "O", "C", "F", "F", "F", "H", "H", "H", "H", "H", "C", "C", "O", "C", "O", "C", "F", "F", "F", "H", "H", "H", "H", "H", "C", "C", "O", "C", "O", "C", "F", "F", "F", "H", "H", "H", "H", "H", "C", "C", "O", "C", "O", "C", "F", "F", "F", "H", "H", "H", "H", "H", "C", "O", "P", "O", "O", "C", "O", "C", "H", "H", "H", "H", "H", "H", "H", "H", "H", "C", "N", "O", "O", "H", "H", "H", "C", "N", "O", "O", "H", "H", "H", "C", "N", "O", "O", "H", "H", "H"], "positions_angstrom": [[0.5558, -2.1227, 0.7484], [0.3262, -2.0291, -0.7699], [0.5618, -0.6908, -1.0507], [0.2652, -0.1160, -2.2232], [-0.4956, -0.5786, -3.0280], [0.7505, 1.3751, -2.3185], [-0.0559, 2.1846, -1.5918], [1.9954, 1.3899, -1.8569], [0.9249, 1.8264, -3.5162], [1.2250, -1.3462, 1.1190], [0.6029, -3.1430, 1.1289], [-0.3823, -1.7344, 1.1452], [-0.6378, -2.2864, -1.2088], [1.0753, -2.6929, -1.2015], [1.0734, -5.2623, 11.0793], [0.5893, -4.5117, 9.8337], [0.3097, -3.1254, 10.0169], [-0.2996, -2.5413, 9.0042], [-0.5158, -3.1261, 7.9516], [-0.9635, -1.1357, 9.4162], [-2.2665, -1.1559, 9.1758], [-0.8838, -1.0247, 10.7298], [-0.4186, -0.1678, 8.6823], [0.2175, -5.2516, 11.7541], [1.9115, -4.7999, 11.6008], [1.3247, -6.2551, 10.7063], [-0.2814, -4.9322, 9.3306], [1.3716, -4.8053, 9.1338], [-3.4387, 6.1073, -7.9817], [-2.0350, 6.3940, -7.4769], [-1.4915, 7.4355, -8.3862], [-0.3675, 8.0302, -8.0523], [0.2511, 7.8667, -6.9608], [0.4083, 8.4709, -9.2356], [0.9476, 9.7073, -9.0363], [1.4376, 7.5802, -9.3369], [-0.4108, 8.4428, -10.2836], [-3.8659, 5.5750, -7.1318], [-3.4260, 5.4166, -8.8248], [-3.9101, 7.0352, -8.3054], [-1.4092, 5.5186, -7.3035], [-2.1461, 6.8848, -6.5100], [4.5417, -9.9020, -0.2047], [3.0629, -9.9573, -0.3441], [2.4574, -9.8461, 0.9839], [1.1219, -9.4879, 1.1378], [0.4016, -9.3872, 0.1234], [0.6464, -9.3929, 2.5661], [1.1855, -8.3623, 3.1955], [-0.6972, -9.1795, 2.6223], [1.0170, -10.6004, 3.1652], [4.9300, -10.5666, 0.5671], [4.7777, -8.9091, 0.1782], [5.2122, -10.1535, -1.0264], [2.8230, -10.8931, -0.8490], [2.6428, -9.1974, -1.0030], [-6.8860, -0.6628, -1.1909], [-7.3450, -0.2419, 0.1102], [-6.7423, 1.0657, 0.9022], [-5.2865, 1.2815, 0.8211], [-7.6246, 2.2628, 0.3047], [-6.9165, 3.3110, -0.3167], [-7.3840, 0.9198, 2.4233], [-6.8478, 1.8301, 3.4010], [-6.0296, -1.3110, -1.0050], [-6.4644, 0.0611, -1.8883], [-7.6262, -1.2363, -1.7489], [-6.1979, 3.8099, 0.3336], [-7.6438, 4.0895, -0.5471], [-6.3879, 3.1285, -1.2523], [-6.1296, 2.5115, 2.9451], [-6.2675, 1.3021, 4.1577], [-7.6574, 2.4949, 3.7021], [4.9244, 3.0464, -9.1337], [5.6098, 1.7655, -8.6615], [6.3889, 1.2955, -9.4794], [5.3597, 1.3017, -7.6058], [4.0351, 2.9158, -9.7503], [5.5642, 3.8657, -9.4617], [4.4518, 3.3880, -8.2129], [8.4164, 2.3862, 1.0041], [7.0505, 1.9406, 0.5596], [7.0758, 1.2717, -0.4648], [6.1137, 2.0317, 1.3385], [8.7640, 1.5280, 1.5793], [8.3197, 3.2254, 1.6929], [9.1210, 2.5396, 0.1867], [-0.0314, 4.5827, 3.6829], [0.6058, 5.9619, 3.6070], [1.2086, 6.2131, 2.5878], [0.3871, 6.7994, 4.4902], [0.0419, 4.1493, 2.6855], [-1.1124, 4.6471, 3.8072], [0.5956, 3.9577, 4.3188]], "atomic_forces_ev_per_a": [[-2.663, 0.635, -0.152], [0.690, -1.497, 0.526], [1.549, 2.780, -1.055], [-2.137, -0.248, 0.380], [0.683, 0.011, -0.322], [0.993, -1.272, 1.485], [0.521, -0.443, -0.556], [0.760, 0.246, 1.726], [-1.531, 0.486, -2.019], [0.791, -0.755, -0.292], [0.678, 0.208, -0.076], [-0.298, -0.115, 0.448], [-0.189, -0.346, 0.636], [0.141, 0.320, -0.727], [-1.641, 1.086, -0.026], [0.893, -1.617, -0.623], [0.767, 0.468, 0.644], [-1.415, -1.319, -1.511], [0.275, 1.855, 1.302], [0.251, -2.354, -0.708], [-0.451, -0.076, -0.764], [0.949, 1.160, 0.378], [0.114, 0.314, 0.849], [0.242, -0.605, 0.436], [0.079, 0.019, -0.358], [-0.049, -0.058, 0.451], [-0.265, -0.294, 0.625], [0.253, 1.423, -0.696], [1.138, -0.774, -0.095], [-0.898, 1.820, 0.382], [-0.028, -0.779, 0.285], [2.225, -3.062, 5.203], [-2.533, 1.163, -3.370], [0.766, 1.073, 0.294], [-0.522, -1.095, -0.760], [-0.859, 0.849, -0.828], [1.198, 0.409, -0.695], [-0.806, 0.285, -0.206], [-0.011, 0.052, -0.073], [-0.292, -0.187, 0.491], [0.384, 0.248, -0.693], [0.244, -0.009, 0.063], [1.260, 0.784, 1.582], [-1.004, -0.557, -0.943], [-1.339, 0.574, 1.175], [0.572, -1.076, -6.386], [1.604, 0.122, 3.750], [-0.690, -0.776, 0.727], [0.543, -0.272, 0.326], [1.453, -1.013, -0.054], [-1.013, 2.049, -0.389], [-0.495, -0.244, 0.270], [0.417, 0.138, -0.226], [-0.793, 0.292, -0.623], [-0.642, -0.284, 0.534], [0.127, 0.266, 0.257], [1.381, -0.657, 0.141], [0.154, 1.544, 0.862], [-1.024, -1.276, 0.429], [-0.775, -0.165, 0.032], [0.655, -0.549, -0.030], [0.025, 2.150, -0.358], [0.927, -0.518, -2.205], [0.404, 0.774, -0.911], [-0.089, -0.290, -0.027], [-0.441, 0.842, 0.465], [-0.400, 0.206, 0.615], [0.084, -0.387, 0.297], [-0.237, -0.156, -0.016], [-0.138, -0.864, 0.055], [0.203, -0.045, -0.224], [-0.679, -0.093, 0.218], [-0.040, -0.513, 0.664], [-1.277, 0.656, 2.248], [0.717, 1.140, -3.617], [-0.020, -0.042, 0.273], [-0.660, -0.419, 1.808], [0.664, -0.756, -0.573], [0.407, -0.816, -0.305], [0.167, 0.242, 0.169], [-0.111, 0.118, 0.842], [0.694, -1.429, 0.055], [-0.652, 0.708, 0.283], [0.663, 0.445, -0.792], [0.026, 0.027, 0.022], [-0.029, 0.008, -0.300], [-0.598, 0.118, -0.105], [0.443, -0.049, -1.149], [-1.168, 1.146, 0.164], [0.339, -0.232, 0.093], [0.227, -1.613, -0.623], [0.448, 0.277, -0.062], [0.345, 0.231, 1.075], [-0.632, 0.233, 0.493]]}

2.
{"formula": "C4H8FN3", "method": "ωB97M-V/def2-TZVPD", "homo_lumo_gap_ev": 8.787, "smiles": "C/C(=N/N)N/C=C/F", "de_lowest_kcal_mol": 79.3, "homo_ev": -8.15, "e_lumo_ev": 0.63, "elements": ["C", "C", "N", "N", "N", "C", "C", "F", "H", "H", "H", "H", "H", "H", "H", "H"], "positions_angstrom": [[0.2230, 1.7247, 1.5998], [0.2021, 0.3527, 0.7698], [1.1934, -0.3690, 0.7534], [0.9688, -1.5315, -0.0104], [-0.9458, 0.0232, 0.1384], [-0.9313, -0.1096, -1.1868], [0.1847, -0.3023, -1.9966], [-0.1697, -1.0089, -3.2123], [0.9846, 1.8469, 2.3539], [-0.8411, 1.5123, 2.0482], [0.2597, 2.6121, 1.0085], [1.4714, -2.1404, 0.5486], [-0.0532, -1.9671, 0.0521], [-1.8977, 0.3135, 0.5898], [-1.9276, -0.3303, -1.6295], [1.2786, -0.6263, -1.8268]], "atomic_forces_ev_per_a": [[-2.811, -3.202, -0.069], [0.008, 5.108, 2.795], [1.503, -2.131, -1.046], [-1.499, -1.569, 1.184], [-4.118, 1.673, 2.483], [1.081, -1.616, -4.558], [-1.285, -2.088, -0.531], [0.214, 1.548, 0.995], [0.135, -0.676, 0.257], [1.871, 1.536, -0.083], [-0.463, 0.392, -0.780], [1.652, -2.151, 0.685], [2.296, 1.705, -0.142], [2.667, -0.379, -1.241], [0.995, 0.286, 0.059], [-2.245, 1.563, -0.009]]}

3.
{"formula": "C6H10", "method": "ωB97M-V/def2-TZVPD", "homo_lumo_gap_ev": [8.426, 8.530], "de_lowest_kcal_mol": 138.5, "homo_ev": [-9.24, -9.34], "e_lumo_ev": [-0.82, -0.81], "elements": ["C", "C", "C", "C", "C", "C", "H", "H", "H", "H", "H", "H", "H", "H", "H", "H"], "positions_angstrom": [[2.2523, -0.3668, 0.1041], [0.8515, 0.0204, -0.3478], [-0.3328, -0.6394, 0.4314], [-3.1536, 0.0233, -0.5812], [-0.7218, 0.7745, 0.8206], [0.2944, 1.3363, 0.1604], [2.3520, -0.2623, 1.1910], [3.0079, 0.2737, -0.3649], [2.4796, -1.4054, -0.1626], [0.7594, -0.1034, -1.4351], [-1.0380, -1.2043, -0.1959], [-0.0225, -1.2879, 1.2594], [-3.2132, -1.0668, -0.8143], [-2.6026, 0.4127, -1.4695], [-1.5398, 1.1622, 1.4186], [0.6265, 2.3630, 0.0290]], "atomic_forces_ev_per_a": [[0.046, 0.000, 0.018], [0.099, -0.045, -0.101], [-0.072, -0.214, 0.015], [0.139, -0.297, -0.466], [0.042, 0.116, 0.002], [-0.067, 0.070, 0.051], [-0.035, -0.014, -0.144], [-0.104, -0.087, 0.061], [-0.034, 0.142, 0.034], [0.006, 0.015, 0.144], [0.101, 0.102, 0.107], [-0.036, 0.096, -0.116], [-0.035, 0.243, 0.178], [-0.125, 0.052, 0.274], [0.138, -0.039, -0.080], [-0.064, -0.139, 0.024]]}

4.
{"formula": "C2H4N4", "method": "ωB97M-V/def2-TZVPD", "homo_lumo_gap_ev": 11.777, "smiles": "Cn1ncnn1", "de_lowest_kcal_mol": 42.9, "homo_ev": -10.79, "e_lumo_ev": 0.99, "elements": ["C", "N", "N", "C", "N", "N", "H", "H", "H", "H"], "positions_angstrom": [[1.8439, 0.3473, 0.4168], [0.5362, 0.1737, 0.0192], [-0.3914, 0.5374, 0.8287], [-1.4523, -0.0134, 0.3168], [-1.1556, -0.6672, -0.7786], [0.1140, -0.5230, -1.0015], [2.2883, -0.4776, 1.0067], [2.3153, 0.5560, -0.5592], [1.7837, 1.2911, 0.9887], [-2.4594, -0.0191, 0.6872]], "atomic_forces_ev_per_a": [[2.424, 1.768, -0.665], [-1.301, -0.640, -0.132], [-0.860, 0.797, 2.174], [-1.135, -0.097, 0.261], [-0.574, -1.048, -2.393], [0.183, -0.623, 0.208], [-0.383, 0.393, -0.529], [0.921, -0.312, 0.799], [0.706, -0.609, -0.055], [0.018, 0.372, 0.333]]}

Number 1: largest force on an atom 6.50 eV Å⁻¹. Number 2: largest force on an atom 5.82 eV Å⁻¹. Number 3: largest force on an atom 0.57 eV Å⁻¹. Number 4: largest force on an atom 3.07 eV Å⁻¹.